The following is a quantum chemistry calculation of the molecule C3H4Cl2O2S, from the Open Molecules 2025 dataset.

Properties
frontier orbital gap	9.73	eV
SMILES string	CS(=O)(=O)/C(Cl)=C\Cl

Structure (ORCA input):
```
! RIJCOSX wB97M-V def2-TZVPD def2/J DEFGRID3
* xyz 0 1
O -1.08 1.71 0.46
O 0.07 1.37 -1.77
Cl 0.96 1.18 2.98
Cl 1.93 -1.13 -0.75
C 1.49 0.00 1.64
C 0.98 -0.12 0.31
C -1.46 -0.55 -0.95
S -0.40 0.74 -0.44
H 2.41 -0.64 1.88
H -0.77 -1.38 -1.24
H -1.91 -0.30 -1.95
H -2.21 -0.88 -0.18
*
```

---

The following is a quantum chemistry calculation of the molecule C3H4Cl2OS, from the Open Molecules 2025 dataset.

Properties
frontier orbital gap	8.82	eV
SMILES string	COC(=S)C(Cl)Cl

Structure (ORCA input):
```
! RIJCOSX wB97M-V def2-TZVPD def2/J DEFGRID3
* xyz 0 1
C 0.10 1.55 0.40
C -0.44 -0.41 -0.96
C 0.11 -1.28 0.15
H 1.08 1.31 0.83
H 0.11 2.57 0.09
H -0.73 1.43 1.06
H -0.14 -0.85 1.10
O -0.04 0.85 -0.85
S -1.32 -0.87 -2.22
Cl 1.88 -1.42 0.10
Cl -0.61 -2.88 0.30
*
```

---

The following is a quantum chemistry calculation of the molecule C3H4Cl2S, from the Open Molecules 2025 dataset.

Properties
frontier orbital gap	8.33	eV
SMILES string	CC(=S)C(Cl)Cl

Structure (ORCA input):
```
! RIJCOSX wB97M-V def2-TZVPD def2/J DEFGRID3
* xyz 0 1
C -0.09 0.95 0.18
C 0.51 -0.34 0.37
C -1.51 0.95 -0.26
S 0.62 2.41 0.31
Cl -2.60 0.21 1.01
Cl -1.75 0.02 -1.82
H 1.59 -0.32 0.34
H 0.05 -0.91 -0.49
H 0.14 -0.75 1.30
H -1.98 2.00 -0.36
*
```

---

The following is a quantum chemistry calculation of the molecule C3H4Cl2Si, from the Open Molecules 2025 dataset.

Properties
frontier orbital gap	10.33	eV
SMILES string	Cl[SiH](Cl)C1=CC1

Structure (ORCA input):
```
! RIJCOSX wB97M-V def2-TZVPD def2/J DEFGRID3
* xyz 0 1
C 1.54 0.35 -0.42
C 0.27 0.10 -0.15
C 1.23 -0.33 0.92
Si -1.47 0.13 -0.55
Cl -2.34 -1.42 0.31
Cl -2.54 1.77 0.14
H 2.28 0.90 -1.12
H 1.41 -1.46 0.85
H 1.38 0.12 1.99
H -1.76 -0.13 -1.98
*
```

---

The following is a quantum chemistry calculation of the molecule C3H4Cl3NS, from the Open Molecules 2025 dataset.

Properties
frontier orbital gap	9.39	eV
SMILES string	CS/N=C/C(Cl)(Cl)Cl

Structure (ORCA input):
```
! RIJCOSX wB97M-V def2-TZVPD def2/J DEFGRID3
* xyz 0 1
C 1.20 0.07 -2.44
C -0.77 0.40 0.89
C -0.78 -0.38 2.17
H 0.83 -1.02 -2.59
H 2.19 0.10 -1.97
H 1.31 0.52 -3.42
H -1.47 1.20 0.87
N 0.01 0.08 -0.08
S -0.05 0.99 -1.51
Cl 0.35 -1.73 2.17
Cl -2.45 -0.98 2.42
Cl -0.37 0.75 3.49
*
```

---

The following is a quantum chemistry calculation of the molecule C3H4ClF, from the Open Molecules 2025 dataset.

Properties
frontier orbital gap	11.51	eV
SMILES string	F[C@@H]1C[C@H]1Cl

Structure (ORCA input):
```
! RIJCOSX wB97M-V def2-TZVPD def2/J DEFGRID3
* xyz 0 1
C -0.23 0.51 -0.60
C -0.65 -0.31 0.54
C 0.74 -0.35 0.17
H -0.38 0.05 -1.51
H -0.77 0.26 1.50
H -1.36 -1.06 0.46
H 1.39 0.09 0.86
F 1.47 -1.44 -0.46
Cl -0.22 2.25 -0.97
*
```

---

The following is a quantum chemistry calculation of the molecule C3H4ClF, from the Open Molecules 2025 dataset.

Properties
frontier orbital gap	11.11	eV
SMILES string	FC1(Cl)CC1

Structure (ORCA input):
```
! RIJCOSX wB97M-V def2-TZVPD def2/J DEFGRID3
* xyz 0 1
C -0.56 0.12 -0.70
C -0.54 0.08 0.79
C 0.71 -0.17 0.08
F 1.11 -1.49 0.05
Cl 2.15 0.81 0.02
H -0.84 -0.58 -1.38
H -0.54 1.00 -1.30
H -0.53 0.96 1.24
H -0.94 -0.73 1.20
*
```

---

The following is a quantum chemistry calculation of a cluster of 2 separate species, C3H4ClFO in total, from the Open Molecules 2025 dataset.

Properties
frontier orbital gap (spin up / spin down)	8.92 / 5.41	eV

Structure (ORCA input):
```
! RIJCOSX wB97M-V def2-TZVPD def2/J DEFGRID3
* xyz 0 1
C -0.62 -0.43 -0.19
C 0.79 -0.85 0.12
C -0.65 0.92 -0.80
O -1.62 -1.13 -0.27
F 0.40 1.63 -0.89
Cl -0.39 1.44 2.50
H 0.76 -1.77 0.83
H 1.36 -1.18 -0.83
H 1.49 0.01 0.45
H -1.52 1.36 -0.93
*
```

---

The following is a quantum chemistry calculation of a cluster of 2 separate species, C3H4ClFO in total, from the Open Molecules 2025 dataset.

Properties
⟨S²⟩	2.007
frontier orbital gap (spin up / spin down)	6.00 / 8.06	eV

Structure (ORCA input):
```
! RIJCOSX wB97M-V def2-TZVPD def2/J DEFGRID3
* xyz 0 3
C -1.17 -1.21 -1.24
C -1.03 -0.04 -0.35
C -0.42 0.99 0.19
O -1.98 -0.96 -0.09
F 1.74 -1.07 0.25
Cl -2.04 -0.93 -2.67
H -0.46 -2.09 -1.12
H 1.90 -0.23 0.57
H 0.55 1.28 -0.37
H -0.98 1.47 1.07
*
```

---

The following is a quantum chemistry calculation of a structure of composition C3H4ClN2O, from the Open Molecules 2025 dataset.

Properties
frontier orbital gap	8.62	eV

Structure (ORCA input):
```
! RIJCOSX wB97M-V def2-TZVPD def2/J DEFGRID3
* xyz 1 1
C -0.37 0.63 -1.02
C 1.33 0.64 0.23
C 0.26 -0.60 0.31
N 0.36 1.60 -0.92
N -0.77 -0.55 -0.77
O -1.89 -1.21 -0.63
Cl -3.19 -0.20 0.27
H 1.28 1.39 1.10
H 2.40 0.41 0.01
H 0.78 -1.64 0.20
H -0.20 -0.48 1.22
*
```

---

The following is a quantum chemistry calculation of a structure of composition C3H4ClN2O4, from the Open Molecules 2025 dataset.

Properties
frontier orbital gap	9.59	eV

Structure (ORCA input):
```
! RIJCOSX wB97M-V def2-TZVPD def2/J DEFGRID3
* xyz 1 1
C 0.50 -0.30 -1.13
C 0.45 1.73 2.19
C 0.59 -1.32 -0.05
N 0.15 1.29 1.17
N -2.17 -0.01 -0.52
O -2.87 0.24 -1.37
O 1.57 0.14 -1.67
O -2.02 -0.42 0.53
O -0.60 0.19 -1.42
Cl 1.03 2.30 3.56
H 0.01 -2.33 -0.20
H 0.22 -1.00 0.90
H 1.64 -1.57 -0.11
H 1.47 1.06 -1.89
*
```

---

The following is a quantum chemistry calculation of the molecule C3H4ClN3, from the Open Molecules 2025 dataset.

Properties
⟨S²⟩	2.032
frontier orbital gap (spin up / spin down)	7.23 / 7.20	eV

Structure (ORCA input):
```
! RIJCOSX wB97M-V def2-TZVPD def2/J DEFGRID3
* xyz 0 3
C 1.36 0.65 -1.18
C -0.66 -0.24 -0.15
C -1.99 -0.48 0.28
N 0.14 0.38 -0.81
N 2.42 0.78 -0.34
N 2.37 0.93 0.93
Cl -3.30 0.82 -0.13
H 1.54 0.57 -2.20
H -2.20 -0.53 1.39
H -2.36 -1.40 0.03
H 3.36 0.84 1.15
*
```

---

The following is a quantum chemistry calculation of the molecule C3H4ClNO, from the Open Molecules 2025 dataset.

Properties
frontier orbital gap	9.54	eV
SMILES string	ClC1=CCNO1

Structure (ORCA input):
```
! RIJCOSX wB97M-V def2-TZVPD def2/J DEFGRID3
* xyz 0 1
C -0.99 0.72 0.23
C -2.10 -0.02 0.00
C 0.26 -0.13 0.21
N -0.26 -1.52 0.00
O -1.69 -1.51 0.03
Cl -3.74 0.26 -0.06
H -0.76 1.78 0.25
H 0.87 0.06 -0.61
H 0.70 0.09 1.19
H 0.01 -1.72 -1.06
*
```

---

The following is a quantum chemistry calculation of the molecule C3H4ClNOS, from the Open Molecules 2025 dataset.

Properties
frontier orbital gap	9.22	eV
SMILES string	ClC[C@@H]1OC=NS1

Structure (ORCA input):
```
! RIJCOSX wB97M-V def2-TZVPD def2/J DEFGRID3
* xyz 0 1
C 1.53 0.68 0.35
C 0.08 1.07 -0.06
C -1.76 -0.47 0.36
H 1.77 1.42 1.07
H 2.12 0.69 -0.75
H -0.08 2.07 -0.28
H -2.49 -0.74 1.00
N -1.65 -0.71 -0.93
O -0.89 0.55 0.84
S -0.38 0.25 -1.64
Cl 1.43 -0.86 1.24
*
```

---

The following is a quantum chemistry calculation of the molecule C3H4ClNOS2, from the Open Molecules 2025 dataset.

Properties
frontier orbital gap	9.44	eV
SMILES string	O=C(CCl)S/C=N\S

Structure (ORCA input):
```
! RIJCOSX wB97M-V def2-TZVPD def2/J DEFGRID3
* xyz 0 1
C 0.74 -0.06 1.50
C -0.61 1.02 -0.56
C -1.17 -0.46 -0.84
H 2.24 0.60 -0.69
H 0.30 0.03 2.59
H -1.65 -0.53 -1.72
H -0.42 -1.28 -0.77
N 1.25 -1.06 0.98
O -1.01 2.07 -1.08
S 1.98 -0.93 -0.77
S 0.59 1.60 0.87
Cl -2.23 -1.00 0.48
*
```

---

The following is a quantum chemistry calculation of a cluster of 2 separate species, C3H4ClNS in total, from the Open Molecules 2025 dataset.

Properties
frontier orbital gap	8.37	eV

Structure (ORCA input):
```
! RIJCOSX wB97M-V def2-TZVPD def2/J DEFGRID3
* xyz 0 1
C 0.44 -0.60 0.68
C 0.65 0.83 -0.13
C -1.01 -0.65 0.20
H 0.87 -0.64 1.79
H 1.12 0.98 -1.11
H 0.96 1.75 0.51
H -1.34 1.11 -1.48
N -0.90 0.69 -0.16
S -2.20 -1.59 -0.07
Cl 1.41 -1.88 -0.24
*
```

---

The following is a quantum chemistry calculation of a cluster of 2 separate species, C3H4ClO3 in total, from the Open Molecules 2025 dataset.

Properties
frontier orbital gap	5.67	eV

Structure (ORCA input):
```
! RIJCOSX wB97M-V def2-TZVPD def2/J DEFGRID3
* xyz -1 1
C -1.46 -0.92 -2.07
C 0.34 0.11 1.69
C 0.31 0.14 0.16
O -1.08 -0.06 -2.74
O -1.96 -1.81 -1.54
O 0.52 1.50 -0.22
Cl 1.97 -0.77 -0.34
H 1.10 0.77 2.13
H -0.65 0.41 2.05
H 0.53 -0.92 2.03
H 0.37 1.53 -1.17
*
```

---

The following is a quantum chemistry calculation of a structure of composition C3H4ClO3Y, from the Open Molecules 2025 dataset.

Properties
frontier orbital gap	1.49	eV

Structure (ORCA input):
```
! RIJCOSX wB97M-V def2-TZVPD def2/J DEFGRID3
* xyz 2 1
Y -6.43 -6.83 -3.78
Cl -2.84 -5.26 -0.86
C 1.51 0.45 0.84
C 0.06 0.81 0.52
O 0.03 2.23 0.39
C 1.32 2.64 0.01
O 1.66 3.69 -0.42
O 2.11 1.62 0.18
H 1.78 -0.49 0.36
H 1.77 0.47 1.89
H -0.73 0.49 1.19
H -0.23 0.18 -0.32
*
```

---

The following is a quantum chemistry calculation of a cluster of 2 separate species, C3H4ClP in total, from the Open Molecules 2025 dataset.

Properties
frontier orbital gap	6.96	eV

Structure (ORCA input):
```
! RIJCOSX wB97M-V def2-TZVPD def2/J DEFGRID3
* xyz 0 1
C 0.74 -0.30 -1.19
C 0.18 0.13 -0.03
C 0.25 0.23 1.45
P -0.51 0.90 -1.47
Cl -2.91 -0.98 -2.36
H 1.54 -0.95 -1.72
H 0.31 1.35 1.60
H 1.06 -0.40 1.81
H -0.66 0.01 1.90
*
```

---

The following is a quantum chemistry calculation of a structure of composition C3H4CuMgO2, from the Open Molecules 2025 dataset.

Properties
frontier orbital gap	7.00	eV

Structure (ORCA input):
```
! RIJCOSX wB97M-V def2-TZVPD def2/J DEFGRID3
* xyz 3 1
O 1.43 -0.33 0.49
Cu -0.92 -0.42 -1.37
C 0.51 -0.39 1.43
C -0.08 0.89 1.41
H 0.66 -1.11 2.24
H 0.26 1.68 2.09
H -1.18 0.82 1.36
Mg 2.93 -1.63 0.17
C -2.15 -0.33 -3.73
O -2.65 -0.30 -4.73
H 1.18 1.12 0.65
*
```

---

In the order shown, the computed ΔE to the lowest compared entry with this formula, charge and spin values come out to 2.035, 0.465, 0.211, 0.871, 0.000, 1.095, 1.073, 3.500, 3.205, 7.523, 0.000, 0.000, 3.418, 1.825, 3.225, 3.553, 2.138, 6.503, 1.671, 0.000 eV.
In the order shown, the computed E values come out to -43148.040, -41102.251, -39055.166, -36098.249, -53067.523, -18413.979, -18414.001, -20459.216, -20455.915, -20709.554, -26855.496, -20162.667, -19232.357, -30069.044, -40903.080, -28019.550, -21841.113, -22855.904, -24983.932, -57316.370 eV.